DFT (wB97M-V/def2-TZVPD) results for a single C3H7NO2 molecule.

Values from the calculation:
* energy relative to the best compared isomer or geometry (same formula, charge and spin): 512.52 kJ/mol
* electronic energy: -323.58576 a.u.
* HOMO level: -9.215 eV
* SMILES: CO/C=N/OC
* F_max: 5.6 eV/A
* net charge: 0

Each atom is followed by the atoms it is bonded to, with distances in Å.
CARTESIAN COORDINATES (ANGSTROEM)
1 O 0.3395 -1.4103 -0.7315  C2 1.338, C3 1.494
2 C 0.0546 -0.4456 0.1512  O1 1.338, N6 1.286, H9 1.065
3 C -0.4601 -1.3851 -1.9932  O1 1.494, H4 1.081, H12 1.088, H13 1.207
4 H -1.4717 -1.5104 -1.6320  C3 1.081
5 H -0.2372 0.8767 2.3885  C7 1.132
6 N -0.2788 0.7069 -0.3119  C2 1.286, O11 1.404
7 C 0.3762 1.5457 1.7123  H5 1.132, H8 1.240, H10 1.197, O11 1.297
8 H 1.3792 0.8584 1.4695  C7 1.240
9 H 0.3980 -0.6196 1.1445  C2 1.065
10 H 0.5122 2.6231 2.2158  C7 1.197
11 O -0.3735 1.7092 0.6670  N6 1.404, C7 1.297
12 H -0.2872 -0.5515 -2.6700  C3 1.088
13 H 0.0487 -2.3975 -2.4102  C3 1.207

Population analysis type Löwdin, resulting atomic charges in e: atom 1 (O): -0.1295, atom 2 (C): -0.2631, atom 3 (C): -0.0328, atom 4 (H): 0.0776, atom 5 (H): 0.0894, atom 6 (N): 0.0983, atom 7 (C): -0.2379, atom 8 (H): 0.1375, atom 9 (H): 0.1026, atom 10 (H): 0.1394, atom 11 (O): -0.1922, atom 12 (H): 0.0729, atom 13 (H): 0.1379